Entry from OMol25: a molecular structure, C41H98F4IN12O11P2 (the ωB97M-V functional and the def2-TZVPD basis).

```
169
Properties=species:S:1:pos:R:3:mulliken_charge:R:1
H -4.61200 2.64670 7.76857 0.380
C 5.83417 -3.67277 3.24911 -1.505
H -4.09611 1.38066 4.35224 0.252
H -7.19342 7.34568 4.82551 0.342
H 7.20777 -2.32990 0.73256 0.308
C 10.62966 3.47368 -3.68599 -0.734
O -3.25363 1.61226 -0.67744 -0.418
H 9.13500 -1.84852 -5.10721 0.358
H 11.34608 5.33213 -4.44662 0.424
H -11.89136 -1.51309 3.63395 0.218
H 3.30266 -1.53223 3.37103 0.275
H -2.38179 -6.02662 -2.42627 0.434
H -7.23188 8.46768 1.76867 0.374
H 1.97308 3.00793 -5.12777 0.397
H 3.79222 -3.70820 2.66362 0.385
H -0.24561 -3.62078 0.97850 0.152
H 11.66563 3.74941 -6.14536 0.271
F -1.73532 -0.88592 2.68786 -0.317
C -8.77090 5.82290 3.43811 -0.630
O -6.20946 1.66548 7.06132 -0.411
H -1.00629 0.89472 -4.01011 0.207
O 8.72405 -1.08298 -1.76982 -0.217
H -3.64994 -2.96052 -3.60473 0.250
H 0.99192 -3.07994 -6.49718 0.416
H -3.67517 3.47002 5.76853 0.391
O 0.07783 -5.15119 -1.48139 -0.445
F -3.08686 0.54002 1.93118 -0.257
H -3.79264 1.19776 -1.37855 0.340
F -2.20380 -2.32783 0.88466 -0.315
N 4.18847 -1.93074 3.67456 -0.734
H -7.07654 6.14288 2.18195 0.355
O -12.01844 -2.69216 5.33302 -0.383
H -4.19897 1.22381 6.82419 0.383
H 3.26592 -2.88593 -4.51028 0.218
N 6.43408 -2.21001 -3.08813 -0.427
H 7.30648 -1.43440 2.28310 0.243
C -4.66626 3.01916 5.65978 0.309
H -6.57767 3.67161 5.71016 0.275
C 7.41444 -1.42337 -3.85244 0.154
C 3.10083 -5.01107 -4.43594 -1.448
C -1.64043 -5.47724 -3.01382 -1.531
H -8.37254 4.82496 3.64358 0.274
H 1.42269 -1.70172 -5.49534 0.190
H 0.02954 -1.56076 -6.63321 0.307
F -3.54031 -1.03379 -0.06473 -0.286
C -10.75177 -3.22073 5.67866 -0.845
H 12.73503 1.78538 -2.66398 0.252
H 0.96722 -0.76336 0.60731 0.123
H -3.43039 -1.46080 -2.65234 0.089
C -4.87459 2.08878 6.86526 -0.735
H 6.60074 -2.97527 3.58423 0.297
C -2.28386 -1.10222 0.38593 1.103
C 4.59266 -2.96261 2.71656 0.309
C 0.23657 -1.67454 -2.61223 3.103
C -8.05190 8.02487 2.33565 -1.510
C 0.09852 -0.12785 -2.39319 -3.225
N -5.65715 4.10003 5.63154 -0.532
H -7.43037 0.06051 6.75797 0.247
H 4.84624 -1.15948 3.58827 0.343
H -9.78902 -1.06520 3.84661 0.270
C -9.11660 -1.76775 4.33836 -1.243
H 2.14289 -5.53446 -4.35329 0.267
H 2.26543 -1.85215 -1.80738 0.704
O -3.33395 -4.03526 -0.91024 -0.433
H -10.22727 -1.26090 7.42526 0.267
H -10.49961 -4.06887 5.02813 0.430
H 7.52577 0.30491 -2.59339 0.299
H -11.73948 -3.27612 3.34917 0.295
H 10.57137 -1.35521 -2.71104 0.332
N 12.37889 3.80911 -5.42325 -0.749
C -1.28750 -0.98113 -0.79726 -1.449
C -0.55156 -2.24497 -1.25681 -0.884
N 1.27068 -1.65739 0.98842 -0.696
H -13.30516 -2.55481 3.76428 0.260
H -1.26927 -3.04599 -5.31129 0.601
H 9.00852 0.03895 -3.49342 0.235
O 10.92798 2.08903 -3.61820 -0.312
H 9.69770 -2.84572 -2.23281 0.252
P 0.58086 -2.81487 0.15856 0.626
H -0.97088 -6.22074 -3.43948 0.379
C -2.80378 -3.33719 -1.67712 0.106
H 13.53873 3.73456 -3.06404 0.284
H 3.85997 -5.67525 -4.01716 0.390
H 3.92074 -3.64693 -3.01079 0.186
C 0.04545 0.69042 -3.76943 0.309
C 8.28625 -2.37451 -4.66618 -1.538
O 5.53101 -1.19563 1.23656 -0.467
C 1.70464 -2.05576 -2.73129 -3.157
H 5.57208 -4.29236 4.10742 0.366
C -12.23174 -2.50308 3.94642 -0.636
C 1.68517 1.96024 -4.99459 -1.085
H -9.82057 8.26362 4.59274 0.227
C -4.68741 2.29823 4.31533 -1.428
H -0.18403 1.99855 0.33878 0.239
H -10.87218 7.22580 3.57918 0.306
O -1.72683 2.64148 -2.44556 -0.478
H 5.16725 -3.13850 0.60668 0.413
H 0.10710 -3.74468 -4.55122 0.027
C -10.31412 7.29227 4.51752 -0.668
H 7.70693 -2.81123 -5.48109 0.353
H 12.45932 4.83486 -2.19558 0.346
N 0.81471 1.93873 -3.78768 -0.389
H 11.39110 2.28913 -1.58814 0.325
H -11.01807 7.21528 5.34633 0.258
C 3.09970 -3.64310 -3.73602 0.122
H -1.13368 0.47866 1.46882 0.191
H 13.50322 5.43468 -3.48257 0.342
H 5.78988 -1.56924 -2.62963 0.172
H 2.58691 1.36061 -4.85335 0.296
C -2.01377 -0.14522 1.61577 0.470
N -6.65758 6.98550 4.03917 -0.722
H 1.13258 1.69383 -5.90576 0.367
H -2.11003 -4.87466 -3.79438 0.288
H 10.46211 -1.83647 -1.00896 0.273
H 6.92959 -2.64925 -2.31513 0.250
N -0.97214 2.52668 -0.02699 -0.745
H 6.27117 -4.32529 2.48955 0.336
C 12.87952 4.59502 -3.17487 -1.386
O 1.89254 -3.42059 -2.99584 0.012
H -5.69744 2.04247 3.99467 0.200
C -3.70468 -2.52411 -2.59979 -0.960
H 1.56795 -3.63293 -0.43628 0.170
H -10.87295 -3.62658 6.68669 0.362
H 12.61895 2.83818 -5.23706 0.329
N -9.99675 -0.98840 6.47321 -0.604
H 3.34110 -4.91519 -5.49788 0.355
H -8.88788 7.87416 1.64805 0.351
H -7.03108 0.95950 5.30030 0.169
H -4.26030 2.93720 3.53987 0.409
I 1.84760 0.86792 -1.41916 0.303
H 3.77265 -2.11902 0.93173 -0.350
N -0.63594 -1.89323 -3.72272 0.196
H 11.44659 0.65368 -2.26697 -0.007
C 11.77746 4.35656 -4.20291 0.345
H 10.25380 3.83165 -2.71838 0.422
C 8.20969 -0.47453 -2.94342 -0.395
H -5.57088 4.64614 6.48521 0.274
C -7.60558 6.70473 2.95886 0.443
C 6.93354 -1.41033 1.25710 -0.698
P -1.71708 1.74488 -1.10940 0.669
H 8.66794 -3.20256 -4.06965 0.337
H -4.74339 -2.57668 -2.28435 0.431
C 11.66415 1.70219 -2.46907 -0.442
C 4.76505 -2.38662 1.30220 0.291
C -0.32396 -2.77617 -4.81652 -0.229
C 9.92548 -1.81365 -1.95787 -0.850
C -0.84418 -4.62568 -1.99037 0.839
H 2.16303 -1.40866 -3.49531 0.697
H 6.86582 -0.79893 -4.56483 0.403
C 0.57905 -2.22191 -5.96170 -1.297
H -8.14773 -1.27197 4.42211 0.156
H -10.88155 -0.66170 6.09165 0.282
H -8.77108 -2.65868 6.23669 0.378
H -6.28359 6.10176 4.38258 0.269
C -9.61344 -2.18825 5.71981 0.428
H -8.35154 8.75756 3.08411 0.292
O -9.37445 6.24089 4.64834 -0.375
H -2.57973 2.50291 -2.89965 0.312
H -1.51570 -1.41242 -3.72664 0.501
H 9.79872 3.55597 -4.39304 0.321
H 7.41097 -0.57044 0.75279 0.281
N -1.36533 -3.34564 -1.75001 1.238
H 0.19068 2.72352 -3.94506 0.341
N -0.99446 0.12301 -1.40964 1.812
H 0.46488 0.09444 -4.57538 0.158
H -5.81190 -0.12302 6.05495 0.304
C -6.62561 0.58518 6.24351 -0.513
H -9.53067 5.70209 2.65332 0.429
H -8.99007 -2.63520 3.68649 0.368
```

The spin multiplicity is 1. As for the LUMO energy: -0.204 hartree. Its charge is +1.